DFT (ωB97M-V with the def2-TZVPD basis set) results for C40H41LaP2 as an isolated structure at a distorted geometry.

- Net charge: +2
- Energy: -2262.5422 Eh
- HOMO level: -0.50165 Eh
- ΔE to the lowest compared entry with this formula, charge and spin: 0.00 kJ/mol
- Gap between HOMO and LUMO: 7.6 eV

Atoms and positions in Å:
C  0.66196  3.06009  -0.56347
C  -0.15817  2.61288  0.48232
C  0.09000  3.02558  1.80762
C  1.15712  3.89622  2.04408
C  1.90536  4.41951  0.99931
C  1.65428  4.00659  -0.30844
P  -1.42125  1.35767  0.09050
C  -2.57884  1.63800  1.46925
C  -2.53970  0.74455  2.55494
C  -3.41205  0.93119  3.62735
C  -4.24984  2.04854  3.65977
C  -4.23951  2.97940  2.61073
C  -3.40577  2.76348  1.50761
La  -0.74907  -1.49176  0.43489
P  1.86012  -0.75759  -0.14761
C  2.70342  0.02273  1.23201
C  3.84957  0.80560  1.06745
C  4.40089  1.52371  2.12731
C  3.84887  1.40818  3.40151
C  2.73628  0.58960  3.57864
C  2.17208  -0.11209  2.52306
C  1.98507  -2.57472  0.06852
C  1.18031  -3.40155  -0.76104
C  1.08090  -4.77890  -0.52344
C  1.82190  -5.34368  0.51407
C  2.65692  -4.55592  1.30680
C  2.74547  -3.18705  1.08267
C  2.50497  -0.34335  -1.77452
C  1.60429  0.08329  -2.77277
C  2.06423  0.30299  -4.06406
C  3.40634  0.12670  -4.39598
C  4.29283  -0.31264  -3.40871
C  3.85293  -0.56758  -2.10124
C  -2.25272  1.98317  -1.41555
C  -2.19476  3.29899  -1.90212
C  -2.80855  3.61984  -3.12273
C  -3.46764  2.63321  -3.86141
C  -3.53960  1.33127  -3.36483
C  -2.95553  1.01478  -2.14825
H  0.64104  -2.94907  -1.59758
H  0.44887  -5.39941  -1.16818
H  1.76123  -6.42356  0.67753
H  3.24975  -5.04061  2.09172
H  3.38382  -2.57752  1.71673
H  4.31540  0.87723  0.09083
H  5.28361  2.14017  1.96818
H  4.29285  1.93624  4.25093
H  2.30189  0.47943  4.56644
H  1.33099  -0.78639  2.68383
H  0.55248  0.22062  -2.50614
H  1.35951  0.61754  -4.82616
H  3.75368  0.31409  -5.41775
H  5.34121  -0.45843  -3.66025
H  4.55538  -0.93540  -1.34648
H  -1.68114  4.08974  -1.35667
H  -2.77939  4.64029  -3.50352
H  -3.93970  2.86836  -4.81932
H  -4.06257  0.54969  -3.91543
H  -3.02481  0.00553  -1.73791
H  -1.80019  -0.06916  2.58025
H  -3.41421  0.19609  4.43381
H  -4.91104  2.19019  4.51584
H  -4.87807  3.86230  2.66438
H  -3.40555  3.48297  0.68839
H  -0.54529  2.68047  2.62708
H  1.38254  4.17953  3.07624
H  2.69146  5.15817  1.19644
H  2.27691  4.41128  -1.11483
H  0.50756  2.65090  -1.56895
H  3.66771  2.11440  -0.79767
H  3.01343  1.81072  -0.99279
C  -3.02369  -3.70804  1.31596
C  -2.48417  -4.00122  -0.08261
C  -3.31801  -5.05628  -0.83658
C  -2.31007  -2.69964  -0.83707
H  -4.07206  -3.36798  1.24933
H  -2.47249  -2.89450  1.83752
H  -2.94456  -4.57656  1.98147
H  -1.50556  -4.48295  0.02102
H  -4.34852  -4.72338  -1.00770
H  -2.88736  -5.28545  -1.81889
H  -3.36161  -6.00766  -0.28798
H  -2.01174  -2.79437  -1.87799
H  -3.19269  -2.03929  -0.70966

***

DFT (ωB97M-V with the def2-TZVPD basis set) results for a 9-piece molecular cluster, C34H31B2Cl32FO6 overall at a distorted geometry.

- Net charge: 0
- Energy: -16641.3889 Eh
- HOMO level: -0.34185 Eh
- ΔE to the lowest compared entry with this formula, charge and spin: 0.00 kJ/mol
- SMILES: CCCCc1cc([C@@H](F)CC)c(CCC(=O)O)c2c1C(=O)c1c(B(C)O)cc(B(C)O)cc1C2=O.ClC(Cl)(Cl)Cl.ClC(Cl)(Cl)Cl.ClC(Cl)(Cl)Cl.ClC(Cl)(Cl)Cl.ClC(Cl)(Cl)Cl.ClC(Cl)(Cl)Cl.ClC(Cl)(Cl)Cl.ClC(Cl)(Cl)Cl
- Gap between HOMO and LUMO: 8.4 eV

Atoms and positions in Å:
C  -3.85695  -4.31850  3.14185
C  -2.71178  -3.61232  3.90745
C  -2.76968  -2.10413  3.78259
C  -2.72759  -1.60146  2.31339
C  -1.95592  -0.32171  2.16432
C  -2.65141  0.88821  2.17754
C  -2.04733  2.12465  2.05346
C  -2.98522  3.32176  2.08274
F  -2.90759  3.97270  3.30484
C  -2.86256  4.27675  0.88014
C  -2.45237  5.72436  1.21096
C  -0.65412  2.20307  1.91593
C  0.06179  3.53449  1.81017
C  0.28914  4.28338  3.16235
C  0.27558  3.40060  4.38878
O  -0.69620  3.11191  5.02422
O  1.53097  2.97898  4.77948
C  0.07798  1.00421  1.91745
C  -0.57554  -0.24028  2.03895
C  0.25884  -1.48287  2.02189
O  -0.01743  -2.44693  2.70144
C  1.44478  -1.44040  1.13305
C  1.88600  -2.56408  0.43690
B  1.17883  -3.97588  0.50328
C  1.44928  -5.00055  1.67300
O  0.32786  -4.31474  -0.50850
C  3.01952  -2.40413  -0.36450
C  3.69520  -1.18636  -0.47827
B  4.98009  -1.05902  -1.37710
C  5.36784  -2.04318  -2.54638
O  5.79770  -0.00961  -1.06982
C  3.22153  -0.08198  0.22755
C  2.09664  -0.21543  1.02395
C  1.56778  0.94011  1.80212
O  2.32409  1.74057  2.31225
H  -4.34047  -5.06190  3.77366
H  -4.63428  -3.60286  2.86732
H  -3.49344  -4.79602  2.23485
H  -1.76379  -4.01471  3.55294
H  -2.79184  -3.89442  4.95863
H  -3.70313  -1.74020  4.22332
H  -1.97721  -1.61337  4.34728
H  -3.75265  -1.43780  1.98100
H  -2.31577  -2.38855  1.67951
H  -3.72815  0.85363  2.30129
H  -3.98156  2.89028  2.02227
H  -2.19266  3.87170  0.12242
H  -3.84258  4.32316  0.40391
H  -3.26283  6.43101  1.04621
H  -1.66172  6.03285  0.52326
H  -2.05094  5.84429  2.21200
H  -0.45186  4.19884  1.12140
H  1.04629  3.38753  1.37996
H  1.28484  4.72400  3.12598
H  -0.40376  5.11242  3.28026
H  1.76112  2.21356  4.23302
H  0.56171  -5.61206  1.84291
H  1.73790  -4.50553  2.59621
H  2.28877  -5.64622  1.38884
H  0.19418  -5.26976  -0.52637
H  3.37813  -3.27093  -0.90726
H  4.78168  -2.96094  -2.51287
H  5.20495  -1.61801  -3.53788
H  6.40783  -2.34857  -2.41693
H  6.55738  0.02006  -1.66254
H  3.70722  0.88203  0.15744
C  -0.51098  1.57350  -2.33053
Cl  -2.16712  0.96731  -2.46059
Cl  0.58636  0.49272  -3.19379
Cl  -0.40377  3.20085  -3.00380
Cl  -0.06956  1.62759  -0.60804
C  0.26748  7.52087  -2.24422
Cl  -1.22462  8.23731  -1.63132
Cl  1.00028  6.51740  -0.98520
Cl  -0.09770  6.51335  -3.64864
Cl  1.39000  8.79871  -2.71003
C  -1.39938  -3.61998  -3.99333
Cl  0.16386  -4.41447  -4.22207
Cl  -1.28913  -2.47459  -2.66257
Cl  -1.84455  -2.76131  -5.47372
Cl  -2.62578  -4.83615  -3.62295
C  -2.36001  2.41917  -7.09766
Cl  -1.78735  1.05007  -8.05562
Cl  -1.14056  3.70041  -7.11812
Cl  -3.86704  3.03144  -7.78604
Cl  -2.63109  1.90123  -5.43411
C  -3.09166  -7.31038  -0.24129
Cl  -3.52771  -7.79415  1.39699
Cl  -1.32572  -7.33426  -0.40504
Cl  -3.79191  -8.44025  -1.40105
Cl  -3.69074  -5.68499  -0.56422
C  7.86637  -5.83594  -2.68219
Cl  6.44793  -5.15279  -1.88112
Cl  8.80945  -6.77068  -1.52027
Cl  7.34705  -6.88470  -4.00333
Cl  8.85767  -4.52246  -3.32694
C  6.98323  1.98328  -4.50187
Cl  5.52749  2.59313  -3.71734
Cl  7.98962  1.15122  -3.30091
Cl  6.53844  0.84276  -5.77342
Cl  7.89768  3.32067  -5.19400
C  -7.32316  4.51888  2.07777
Cl  -6.98518  4.71487  0.35149
Cl  -8.43066  3.16195  2.30720
Cl  -5.81389  4.20313  2.93344
Cl  -8.06232  5.99501  2.70178

***

DFT (ωB97M-V with the def2-TZVPD basis set) results for C18H15Br2MnN3O6 as an isolated structure at a distorted geometry.

- Net charge: 0
- Energy: -7609.4785 Eh
- HOMO level (alpha / beta): -0.30818 / -0.32103 Eh
- 2S+1: 6
- Gap between HOMO and LUMO (alpha / beta): 7.3 / 7.6 eV

Atoms and positions in Å:
Mn  2.86319  5.41267  1.57216
Br  1.35453  7.28637  1.87812
Br  4.05927  3.66327  2.85330
C  8.36973  9.65059  1.49174
C  7.92571  9.74035  0.17768
C  6.91587  8.88142  -0.24287
C  6.28742  8.07694  0.70603
C  6.76132  7.97382  2.00204
C  7.76244  8.82051  2.44107
N  5.20378  7.21638  0.24373
O  4.98827  7.10842  -0.93144
O  4.67852  6.52608  1.10495
H  9.19296  10.25941  1.84725
H  8.39007  10.51118  -0.41921
H  6.54973  8.77993  -1.25470
H  6.38162  7.27902  2.74054
H  8.08487  8.79714  3.46989
C  3.24877  4.75756  -5.40516
C  4.39497  4.07469  -5.00185
C  4.72621  4.00650  -3.64422
C  3.86545  4.44578  -2.67704
C  2.67953  5.05000  -3.06131
C  2.46014  5.31572  -4.39042
N  4.19812  4.33059  -1.27112
O  5.35013  4.17158  -0.97781
O  3.29775  4.45958  -0.45927
H  2.95215  4.87798  -6.43588
H  4.98951  3.67232  -5.81188
H  5.64849  3.46579  -3.47172
H  1.90777  5.32830  -2.35489
H  1.53568  5.77463  -4.72415
C  -0.44588  -0.44856  2.56896
C  0.88602  -0.04089  2.76496
C  1.21187  1.22863  2.28522
C  0.39169  1.87342  1.39459
C  -0.88653  1.45655  1.11039
C  -1.29429  0.28675  1.76061
N  0.84993  3.08188  0.69795
O  1.22658  4.04912  1.34838
O  0.79331  3.05875  -0.51154
H  -0.86493  -1.35629  2.98217
H  1.61812  -0.56954  3.35335
H  2.20112  1.60992  2.51821
H  -1.44011  2.00822  0.36434
H  -2.30938  -0.06159  1.62178

***

DFT (ωB97M-V with the def2-TZVPD basis set) results for C18H23I2NO3RuS2Y as an isolated structure at a distorted geometry.

- Net charge: +4
- Energy: -2503.5397 Eh
- HOMO level (alpha / beta): -0.73072 / -0.74795 Eh
- ΔE to the lowest compared entry with this formula, charge and spin: 0.00 kJ/mol
- 2S+1: 6
- Gap between HOMO and LUMO (alpha / beta): 6.8 / 4.1 eV

Atoms and positions in Å:
I  0.71632  -2.61943  1.51681
I  0.20023  0.36940  -5.34746
Y  0.46153  1.08466  -2.57885
Ru  0.27947  -0.46009  -0.10572
S  1.61912  -1.24461  -1.82570
S  -1.36320  -0.79803  -1.84749
C  1.58543  0.41799  0.78063
C  3.52101  -1.21127  -2.01576
C  -3.10859  -0.31377  -1.54876
C  3.75544  -1.03965  -3.51417
C  4.18293  -0.12199  -1.19266
C  3.98609  -2.58019  -1.53261
C  -3.83030  -0.44494  -2.88751
C  -3.17514  1.09903  -0.99440
C  -3.67974  -1.31270  -0.55223
C  2.43811  2.61354  -2.40968
C  -0.75315  3.30559  -2.25078
O  2.41503  0.84805  1.49051
O  3.30498  3.37478  -2.39524
O  -1.31098  4.30915  -2.16245
H  3.39943  -0.07513  -3.89121
H  3.23512  -1.81687  -4.08415
H  4.83016  -1.11002  -3.71613
H  3.83523  0.88024  -1.47991
H  5.26825  -0.20342  -1.38403
H  3.98973  -0.27828  -0.12287
H  3.73712  -2.71107  -0.47301
H  5.07672  -2.64415  -1.64859
H  3.51753  -3.38680  -2.10859
H  -4.88546  -0.17688  -2.75899
H  -3.77687  -1.47860  -3.24673
H  -3.40007  0.20154  -3.65826
H  -4.22105  1.30119  -0.70610
H  -2.82677  1.85527  -1.71305
H  -2.54432  1.15176  -0.09844
H  -4.74598  -1.10970  -0.41144
H  -3.17645  -1.23800  0.41377
H  -3.56825  -2.33384  -0.92583
N  -1.08100  0.36796  1.24715
C  -0.98830  0.39333  2.42658
C  -1.05756  0.52682  3.82129
C  -2.30539  0.79731  4.41215
C  -2.40531  0.87807  5.79637
C  -1.26556  0.71145  6.59085
C  -0.01292  0.47948  6.00380
C  0.09836  0.39537  4.62147
H  -3.17614  0.93703  3.77282
H  -3.37812  1.06693  6.25550
H  -1.35073  0.76124  7.67737
H  0.87578  0.35884  6.62574
H  1.05820  0.22340  4.13602

***

> The lowest energy belongs to which entry?

C34H31B2Cl32FO6